No. 1
{"formula": "C14H34N3O5PV", "method": "ωB97M-V/def2-TZVPD", "symbols": ["V", "C", "C", "O", "C", "C", "O", "C", "C", "O", "C", "C", "O", "H", "H", "H", "H", "H", "H", "H", "H", "H", "H", "H", "H", "H", "H", "H", "H", "C", "N", "C", "P", "O", "N", "C", "C", "N", "C", "C", "H", "H", "H", "H", "H", "H", "H", "H", "H", "H", "H", "H", "H", "H", "H", "H", "H", "H"], "xyz": [[-0.436, -0.100, -0.893], [1.804, -1.788, -1.927], [0.573, -2.377, -2.587], [-0.557, -1.992, -1.782], [-1.860, -2.287, -2.333], [-2.868, -1.536, -1.491], [-2.505, -0.135, -1.355], [-2.815, 0.761, -2.447], [-1.676, 0.875, -3.450], [-0.439, 0.948, -2.709], [0.763, 0.840, -3.503], [1.914, 0.612, -2.543], [1.613, -0.400, -1.558], [2.674, -1.884, -2.577], [2.009, -2.298, -0.988], [0.654, -3.465, -2.614], [0.422, -2.016, -3.606], [-2.051, -3.360, -2.279], [-1.877, -1.982, -3.381], [-2.872, -1.918, -0.473], [-3.871, -1.623, -1.909], [-3.014, 1.723, -1.979], [-3.724, 0.431, -2.951], [-1.802, 1.783, -4.042], [-1.623, 0.022, -4.130], [0.922, 1.764, -4.062], [0.637, 0.022, -4.214], [2.114, 1.511, -1.962], [2.818, 0.346, -3.091], [-0.269, 2.224, 0.463], [0.800, 1.429, 1.086], [1.844, 2.324, 1.622], [0.239, 0.140, 2.024], [-0.563, -0.721, 1.053], [1.591, -0.499, 2.658], [2.728, -0.845, 1.797], [1.493, -1.385, 3.831], [-0.724, 0.596, 3.242], [-0.240, 1.438, 4.340], [-2.134, 0.211, 3.353], [0.138, 2.841, -0.336], [-0.786, 2.871, 1.178], [-1.069, 1.586, 0.053], [2.364, 2.809, 0.795], [2.568, 1.762, 2.203], [1.409, 3.099, 2.258], [2.714, -0.265, 0.877], [2.705, -1.909, 1.548], [3.661, -0.642, 2.324], [0.686, -1.075, 4.487], [2.428, -1.331, 4.388], [1.326, -2.420, 3.526], [0.840, 1.565, 4.286], [-0.480, 0.966, 5.294], [-0.717, 2.419, 4.314], [-2.407, -0.468, 2.552], [-2.773, 1.095, 3.312], [-2.301, -0.290, 4.308]], "atomic_forces_ev_per_a": [[0.2059, -0.1441, 0.2262], [0.0244, 0.2026, 0.0468], [-0.1774, -0.0180, 0.0641], [-0.0701, -0.0776, -0.1053], [0.2048, -0.0593, 0.0127], [0.0331, 0.2083, -0.0094], [-0.1331, -0.1589, -0.1868], [0.0085, -0.1561, 0.0724], [0.1453, 0.0384, 0.0576], [-0.0043, 0.0927, -0.3132], [-0.1985, 0.0511, 0.0386], [0.0317, -0.1762, 0.1035], [0.0192, -0.0621, -0.2060], [0.0083, -0.0116, -0.0200], [-0.0171, -0.0247, 0.0221], [0.0055, -0.0305, -0.0107], [0.0229, 0.0086, -0.0401], [-0.0009, -0.0263, 0.0111], [-0.0397, -0.0075, -0.0256], [0.0008, -0.0018, 0.0339], [-0.0177, 0.0151, -0.0311], [0.0272, 0.0398, 0.0203], [-0.0275, 0.0213, -0.0103], [-0.0081, -0.0002, -0.0410], [-0.0240, -0.0280, -0.0021], [-0.0022, 0.0128, -0.0181], [0.0498, -0.0222, -0.0210], [-0.0122, 0.0334, 0.0053], [0.0191, 0.0036, -0.0173], [0.1300, -0.1419, 0.1029], [-0.0725, 0.1709, 0.1050], [-0.0419, -0.0287, -0.0504], [-0.1984, -0.1520, -0.2188], [0.2059, 0.2193, 0.0910], [0.1725, -0.2505, 0.0892], [-0.0305, 0.0032, 0.0194], [0.0554, 0.0788, -0.0162], [-0.1864, 0.0529, 0.1683], [-0.0127, -0.0427, -0.0432], [0.0425, 0.0237, 0.0428], [0.0274, 0.0233, -0.0031], [0.0067, 0.0424, 0.0113], [-0.1693, 0.2152, 0.1155], [-0.0169, 0.0083, -0.0162], [0.0040, -0.0179, -0.0050], [0.0128, 0.0154, 0.0062], [-0.0260, 0.0201, -0.0015], [-0.0029, 0.0000, -0.0083], [-0.0081, 0.0054, 0.0173], [-0.0143, 0.0033, -0.0206], [0.0076, 0.0087, -0.0053], [-0.0015, -0.0060, 0.0002], [0.0008, 0.0042, -0.0205], [0.0167, 0.0136, 0.0125], [-0.0013, 0.0035, 0.0019], [0.0261, -0.0015, -0.0348], [0.0010, 0.0139, 0.0011], [-0.0003, -0.0073, 0.0029]], "charge": 2, "relative_energy_ev": 0.060, "spin_multiplicity": 4, "gap_ev": [9.3803, 10.1202]}

***

No. 2
{"formula": "C3H7NO2", "method": "ωB97M-V/def2-TZVPD", "symbols": ["N", "C", "O", "C", "C", "O", "H", "H", "H", "H", "H", "H", "H"], "xyz": [[-1.660, -0.950, -0.322], [-0.574, -0.257, -0.686], [0.071, -0.594, -1.689], [-0.143, 0.930, 0.158], [1.247, 0.487, 0.693], [1.427, -0.863, 0.327], [-2.186, -0.737, 0.506], [-1.823, -1.809, -0.826], [-0.856, 1.167, 0.956], [-0.105, 1.793, -0.513], [2.054, 1.113, 0.290], [1.279, 0.593, 1.787], [1.270, -0.873, -0.681]], "atomic_forces_ev_per_a": [[-0.1798, -0.0875, 0.0228], [-0.6068, 0.3858, -0.7787], [-0.6837, 0.4363, -0.0370], [-0.1858, -0.0727, -0.2044], [0.0037, 0.1877, -0.0482], [0.9263, -0.0553, -0.4491], [0.0769, -0.0595, -0.0293], [-0.1625, 0.0838, 0.1016], [0.1309, -0.1834, -0.1212], [0.1513, -0.0902, 0.1133], [-0.1775, -0.0041, 0.0048], [-0.0288, -0.2932, -0.3363], [0.7359, -0.2476, 1.7617]], "smiles": "NC(=O)CCO", "relative_energy_ev": 1.082, "gap_ev": 10.7905}

***

No. 3
{"formula": "C8H12", "method": "ωB97M-V/def2-TZVPD", "symbols": ["C", "C", "C", "C", "C", "C", "C", "C", "H", "H", "H", "H", "H", "H", "H", "H", "H", "H", "H", "H"], "xyz": [[-1.823, -0.493, -1.048], [-0.781, 0.168, -0.149], [-1.454, 1.175, 0.787], [0.475, -0.450, 0.347], [1.058, -1.682, 0.829], [1.426, 0.760, 0.408], [1.946, 0.693, -0.945], [0.506, 0.378, -0.912], [-2.108, 0.287, -1.734], [-2.814, -0.751, -0.527], [-1.482, -1.443, -1.470], [-2.316, 0.797, 1.341], [-1.889, 1.947, 0.145], [-0.639, 1.642, 1.485], [2.041, -1.826, 0.472], [0.503, -2.678, 0.673], [1.059, -1.599, 1.889], [1.383, 1.692, 0.997], [2.291, 1.571, -1.363], [2.620, -0.189, -1.223]], "atomic_forces_ev_per_a": [[-1.3540, -0.9933, 1.6840], [-1.6143, 0.2353, 0.6990], [1.6066, 1.4894, 0.0113], [0.7692, 1.3687, -1.0109], [-2.0411, -3.3053, 0.0409], [-1.3794, -0.1942, 0.0220], [1.8828, -2.4397, -0.5681], [0.4378, 0.0502, 2.5179], [0.0552, -0.1281, -0.8533], [1.4913, 0.3478, -0.2570], [0.1066, 0.4713, -0.4605], [0.4336, -0.4782, 0.1388], [0.1436, 0.4004, 0.2176], [-1.8748, -0.7300, -1.1589], [1.2595, -0.0222, -0.3544], [0.4542, 1.4791, -0.2780], [0.4236, -0.0182, 1.0632], [-0.5308, -0.4725, -0.6479], [0.6229, 1.8733, -1.0556], [-0.8927, 1.0665, 0.2498]], "smiles": "CC1(C)[C@]2(C)[C@H]3C[C@@]312", "relative_energy_ev": 4.696, "gap_ev": 9.0801}

***

No. 4
{"formula": "C24H71N16O12", "method": "ωB97M-V/def2-TZVPD", "symbols": ["C", "C", "O", "O", "H", "H", "H", "C", "C", "C", "O", "C", "N", "H", "H", "H", "H", "H", "H", "H", "H", "H", "H", "H", "C", "C", "C", "O", "C", "N", "H", "H", "H", "H", "H", "H", "H", "H", "H", "H", "H", "C", "C", "C", "O", "C", "N", "H", "H", "H", "H", "H", "H", "H", "H", "H", "H", "H", "C", "C", "C", "O", "C", "N", "H", "H", "H", "H", "H", "H", "H", "H", "H", "H", "H", "C", "O", "N", "N", "H", "H", "H", "H", "C", "O", "N", "N", "H", "H", "H", "H", "C", "O", "N", "N", "H", "H", "H", "H", "C", "O", "N", "N", "H", "H", "H", "H", "C", "O", "N", "N", "H", "H", "H", "H", "C", "O", "N", "N", "H", "H", "H", "H"], "xyz": [[-0.680, -0.245, -0.359], [-0.794, -1.288, 0.749], [0.224, -1.609, 1.431], [-1.942, -1.754, 0.896], [-1.245, -0.572, -1.231], [0.269, 0.173, -0.705], [-1.163, 0.675, -0.012], [4.807, -6.249, -1.863], [3.768, -5.153, -1.851], [3.162, -4.776, -0.505], [4.076, -4.234, 0.409], [3.409, -3.792, 1.572], [4.538, -3.964, -2.339], [4.425, -7.086, -1.265], [5.677, -6.009, -1.247], [5.110, -6.506, -2.874], [2.959, -5.282, -2.573], [2.646, -5.659, -0.103], [2.336, -4.082, -0.718], [2.600, -3.087, 1.361], [4.120, -3.224, 2.169], [2.915, -4.579, 2.145], [5.531, -3.968, -2.178], [4.117, -3.180, -1.857], [2.534, 5.655, 2.295], [1.137, 5.362, 1.734], [0.731, 3.982, 2.223], [1.507, 2.921, 1.705], [1.053, 1.657, 2.116], [0.233, 6.431, 2.116], [3.209, 5.059, 1.673], [2.548, 5.488, 3.374], [2.893, 6.685, 2.216], [1.295, 5.205, 0.663], [-0.294, 3.838, 1.852], [0.644, 3.886, 3.311], [0.072, 1.643, 2.596], [1.783, 1.125, 2.729], [0.954, 1.063, 1.205], [0.597, 7.279, 1.685], [0.396, 6.740, 3.073], [3.355, 3.410, -2.868], [2.507, 3.458, -1.604], [1.106, 2.865, -1.793], [0.214, 3.571, -2.621], [-0.941, 2.876, -3.016], [3.245, 2.794, -0.518], [4.149, 4.147, -2.705], [2.942, 3.913, -3.746], [3.739, 2.404, -3.022], [2.526, 4.486, -1.240], [0.633, 2.749, -0.807], [1.175, 1.861, -2.243], [-0.604, 1.922, -3.454], [-1.348, 3.390, -3.884], [-1.582, 2.711, -2.147], [3.429, 1.796, -0.549], [2.737, 2.892, 0.367], [-3.439, 1.267, 3.139], [-3.869, 1.458, 1.676], [-2.991, 2.473, 0.884], [-3.367, 3.737, 1.432], [-2.988, 4.842, 0.628], [-3.886, 0.122, 1.060], [-2.390, 1.000, 3.293], [-4.065, 0.527, 3.632], [-3.549, 2.234, 3.637], [-4.887, 1.850, 1.663], [-3.147, 2.472, -0.197], [-1.960, 2.249, 1.184], [-3.636, 5.692, 0.830], [-3.102, 4.641, -0.444], [-1.931, 5.041, 0.818], [-3.893, 0.285, 0.057], [-3.009, -0.351, 1.263], [-0.388, -4.787, 2.924], [-0.622, -5.714, 3.712], [-0.923, -4.742, 1.687], [0.429, -3.749, 3.214], [-0.896, -3.862, 1.201], [-1.551, -5.455, 1.369], [0.880, -3.721, 4.109], [0.393, -2.905, 2.638], [-1.939, -1.458, 4.800], [-2.263, -1.156, 5.954], [-0.967, -0.822, 4.124], [-2.676, -2.364, 4.100], [-0.677, 0.091, 4.421], [-0.651, -1.091, 3.202], [-2.452, -2.516, 3.128], [-3.532, -2.695, 4.496], [-4.081, 1.028, -4.994], [-5.217, 1.403, -5.296], [-3.196, 0.647, -5.951], [-3.552, 0.852, -3.757], [-2.351, 0.257, -5.552], [-3.547, 0.620, -6.888], [-2.753, 0.223, -3.710], [-4.144, 0.927, -2.949], [-5.141, -3.562, 0.403], [-6.249, -3.891, -0.047], [-3.994, -3.738, -0.301], [-4.977, -2.871, 1.540], [-3.200, -3.152, -0.086], [-4.034, -3.987, -1.274], [-5.722, -2.907, 2.211], [-4.211, -2.226, 1.631], [-0.116, -0.808, -4.270], [-1.343, -0.844, -4.421], [0.711, -0.225, -5.186], [0.520, -1.212, -3.154], [1.708, -0.241, -5.096], [0.329, 0.253, -5.982], [1.492, -0.979, -3.157], [-0.027, -1.513, -2.370], [3.976, -0.981, -0.056], [5.169, -1.283, 0.023], [3.174, -0.674, 0.984], [3.302, -0.772, -1.206], [2.172, -0.775, 0.954], [3.648, -0.644, 1.871], [3.759, -0.985, -2.078], [2.394, -0.348, -1.236]], "atomic_forces_ev_per_a": [[-0.2332, 0.9091, -0.2074], [0.7161, -0.1655, -0.1994], [-0.1486, 0.7286, -0.5588], [0.3738, -0.6024, 0.1661], [-0.2003, 0.0451, 0.0795], [0.3853, -0.7332, 0.2986], [-0.3617, -0.2457, 0.0582], [-0.6806, -1.0945, 1.4264], [2.4210, 1.9319, -0.1399], [-0.8293, -0.9631, -0.2321], [-0.2770, -0.2500, -0.2174], [-0.2952, 0.4919, 0.2474], [-1.6347, 0.5041, -0.6589], [-0.1330, -0.4774, -0.7725], [0.0899, 0.6204, -0.3259], [-0.0422, -0.2238, 0.0701], [-0.0582, -0.5243, 0.1835], [0.1112, -0.0951, 0.2774], [0.1091, 0.3784, 0.1074], [-0.0342, -0.0673, -0.4127], [0.1926, -0.3319, 0.1112], [0.3826, -0.3297, -0.0028], [-0.0180, -0.2241, 0.5133], [0.6085, 0.3301, -0.1287], [0.4325, 0.0261, -0.4957], [2.3369, -0.2130, 1.0511], [-2.1185, -0.1439, 0.0784], [0.1906, 0.9174, 0.5993], [0.0166, -0.9739, -0.7770], [-0.6054, 0.7079, -0.3855], [0.4967, -0.2455, 0.8656], [0.2779, -0.6272, -0.0977], [-0.4353, 0.1506, -0.4964], [-0.7378, 0.7124, -0.2168], [-0.1227, -0.0118, 0.1131], [0.3407, 0.3284, 0.1347], [0.0346, 0.3728, 0.1218], [0.0115, 0.3004, 0.2685], [-0.0689, -0.0813, 0.1132], [-0.3069, -0.1795, -0.7025], [-0.1244, -0.9307, 0.3565], [0.3311, 1.5016, 0.2488], [0.3970, -0.5694, 0.0015], [-0.8491, -0.4157, 0.2456], [0.8583, 1.4675, -0.2721], [1.2785, -0.7050, -0.3550], [-0.2033, -0.0799, 0.7416], [0.6484, -0.7333, 0.3195], [-0.8221, -0.8387, -0.1136], [0.0827, 0.0800, -0.3660], [-0.8166, 0.2127, -0.3227], [0.1148, -0.0995, 0.1436], [0.4593, -0.2389, 0.2129], [-0.3361, -0.3089, 0.3568], [-0.5702, 0.3452, 0.5299], [-0.4494, 0.0116, -0.3647], [-0.0666, 0.0006, -0.8835], [0.2512, 0.2729, -0.4882], [-0.1006, 1.2983, -0.2176], [0.2924, -0.8684, -0.2149], [-0.7782, 0.1151, 2.2888], [-0.2156, 0.1786, -0.6950], [0.3906, -0.4675, -0.1487], [0.0391, 1.0285, -0.1714], [-0.1146, -0.2235, -0.4716], [-0.0097, -0.0207, -0.0231], [-0.1564, -0.0966, 0.2171], [-0.0366, 0.0919, 0.0206], [-0.0010, -0.2632, -0.0695], [0.2959, 0.1103, -0.5698], [0.1901, 0.0285, 0.4235], [-0.0484, -0.2495, -0.0142], [-0.0567, 0.5609, -0.0758], [-0.1164, -0.5235, -0.0887], [-0.2531, 0.0168, -0.1652], [-0.3767, -1.4420, 1.5916], [0.4253, 0.5057, -0.6150], [-0.0531, 0.3851, -1.0081], [0.4183, 0.6842, -0.1090], [-0.1617, -0.0268, -0.2024], [-0.1435, 0.0400, 0.2973], [-0.3083, -0.0970, 0.1179], [0.1804, -0.3831, 0.1977], [-2.1412, 0.3435, 1.3830], [0.5195, 0.0077, -0.4859], [1.3987, 0.3267, -0.8275], [0.8406, -0.0254, -0.6324], [0.0029, -0.2019, 0.5140], [-0.2105, -0.1757, 0.0327], [-0.2806, -0.1844, -0.0355], [0.0911, -0.1672, 0.1236], [-1.4558, -0.3502, -1.3283], [0.6563, 0.1874, 0.8987], [0.3452, 0.5132, 0.5086], [0.2532, 0.1812, 0.9827], [0.0706, -0.3941, -1.2161], [0.3380, -0.2184, -0.0977], [-0.3967, 0.2209, 0.3106], [-0.1766, -0.0214, -0.1582], [-1.7878, 0.5310, -1.8157], [0.9195, -0.5254, 0.7741], [1.3159, -0.1909, -0.5970], [0.1319, -0.2375, 1.1354], [0.0373, -0.0038, 0.3421], [-0.5600, -0.0399, 0.0758], [-0.0355, 0.4155, -0.1617], [-0.0873, 0.0815, 0.2266], [-0.7397, 0.9349, -0.1119], [0.8477, -0.3132, 0.1446], [-0.0341, -0.0606, -0.3529], [0.0041, -0.1460, -0.8923], [0.0772, 0.0105, 0.0051], [-0.1534, -0.1631, 0.0306], [0.1735, -0.4044, 0.9036], [0.3587, -0.1252, 0.1602], [1.2040, 0.3802, 0.6210], [-1.2603, 0.2313, -0.2418], [0.5576, 0.4125, 1.3562], [-0.0211, -0.5061, -2.2985], [-0.2018, -0.2334, 0.1641], [-0.3162, -0.2051, 0.0707], [0.0548, 0.0582, 0.1251], [-0.0115, 0.0512, 0.2221]], "charge": -1, "gap_ev": 8.6551}